Density functional theory data (ωB97M-V with the def2-TZVPD basis set) for 2 unconnected molecules or ions with the total composition C3H3ClIN3.

```
11
Properties=species:S:1:pos:R:3:forces:R:3
N -0.8208 1.3622 0.1924 0.46 0.75 0.00
C 0.8501 -0.0190 0.0922 1.35 -1.16 -0.79
H -1.3270 -1.7105 0.6023 -0.24 -0.69 -0.02
H -1.6314 -1.2851 -1.2154 0.22 0.85 2.31
N -0.4987 0.0837 0.1250 1.53 -1.23 -0.81
C 1.3291 1.2891 0.0002 0.81 -2.58 0.77
Cl 2.9547 1.7465 -0.1061 0.12 0.31 -0.01
C -1.5528 -0.9310 -0.1001 0.68 1.06 -0.86
H -2.3593 -0.3008 0.2612 -0.94 -0.75 -0.41
I 2.7531 -2.3076 -0.0143 -2.10 2.25 0.07
N 0.3031 2.0723 0.1626 -1.88 1.19 -0.24
```
Forces are in eV/Å.

Results
* molar mass: 243.44 g/mol
* relative energy (zero: lowest compared OMol25 entry of this formula, charge and spin): 2.897 eV
* frontier orbital gap: 0.2402 Eh
* multiplicity: 1
* energy: -28248.515 eV

These are the Löwdin partial charges, in e, on atoms 1 to 4: number 1, N, carries 0.04; number 2, C, carries -0.16; number 3, H, carries 0.07; number 4, H, carries 0.13

---

Density functional theory data (ωB97M-V with the def2-TZVPD basis set) for a molecular structure, C35H31BrFN4O5PSTi.

```
80
Properties=species:S:1:pos:R:3:forces:R:3
C 2.6006 5.3422 2.6841 -0.03 -0.04 -0.03
C 2.0048 2.7116 1.9762 -0.01 0.05 0.03
N -0.8273 1.3989 -4.4888 -0.18 -0.03 0.03
C 1.8019 5.0818 1.5775 0.02 0.04 0.02
O -1.6724 -0.9014 -2.4906 0.08 0.09 0.01
C 1.4949 -2.4150 -1.0922 -0.01 -0.07 -0.04
C 2.9663 0.0110 1.8611 0.12 -0.07 0.02
H 1.4621 -3.4340 -3.0304 0.01 0.01 0.00
C 4.9964 -1.0343 1.0696 0.04 -0.04 0.03
C 1.6152 -3.7622 -0.3656 -0.01 0.02 0.00
H -0.3350 2.5155 3.1628 -0.01 0.00 0.00
H 6.0900 -2.1950 2.5122 0.00 0.00 0.00
H -0.1019 0.8656 -4.0232 0.06 0.02 -0.01
Br -3.5857 2.9664 1.0267 -0.04 0.13 0.12
C 0.9578 -2.6158 -2.5172 0.09 0.05 0.02
O -2.4075 -2.6666 -3.6502 -0.05 0.00 0.02
C -1.6526 1.0493 4.0025 -0.02 -0.01 0.01
H -4.8599 -2.1323 -1.0748 0.02 0.02 -0.03
H -4.4411 0.4697 2.3241 0.01 0.01 0.00
C -4.4483 0.2720 1.2624 0.02 0.01 0.05
H 5.6920 -1.2354 0.2633 -0.01 0.01 -0.01
C -4.6758 -1.1635 -0.6290 0.01 -0.09 -0.05
O 1.6282 -1.4746 -4.4975 -0.04 0.02 -0.01
H 2.8345 6.3642 2.9589 0.00 0.00 0.00
N -4.0497 1.1232 -0.9457 -0.26 -0.22 0.10
C 3.8754 -0.2519 0.8378 -0.04 0.00 -0.04
C -1.6269 -2.1139 -2.8712 0.01 -0.04 0.06
C 5.2201 -1.5747 2.3310 -0.05 0.04 -0.03
H -5.0028 -1.7921 1.4038 0.00 0.00 0.00
S -0.9721 2.5189 -2.0764 0.11 -0.14 0.15
C -1.1781 -1.2362 3.4375 0.01 -0.02 -0.01
H 3.6607 0.1536 -0.1464 0.00 0.01 0.01
C -0.5324 -2.9911 -2.2243 -0.07 -0.01 -0.02
C 0.2386 0.5268 2.5959 0.03 0.05 0.02
P 1.5179 1.0395 1.3895 -0.26 0.02 -0.24
C -4.0998 1.2577 0.3522 0.08 0.03 -0.09
H -3.8796 3.1604 -5.8109 0.00 -0.01 0.00
H 0.4806 -1.5481 2.1154 0.00 0.00 0.01
N 1.1510 1.0052 -0.0844 0.08 -0.02 0.09
C 0.1281 -4.0727 -0.0460 -0.01 0.04 0.01
Ti -0.3668 0.2614 -1.2152 -0.05 -0.17 0.26
C -1.3890 0.8936 -5.6581 0.08 -0.02 0.00
C -4.7451 -0.9730 0.7419 -0.01 0.01 0.00
C 3.1089 4.2875 3.4315 0.03 0.01 0.04
C -0.0925 -0.8245 2.6833 -0.02 -0.01 0.00
H 0.9177 3.5431 0.3396 -0.01 0.00 0.01
H 1.4097 5.8989 0.9843 0.00 0.00 0.00
C -0.5738 -2.8701 -0.6900 0.02 -0.08 -0.01
H 3.2128 2.1594 3.6654 0.00 0.00 0.01
H -2.8245 -0.6193 4.6725 0.00 0.00 0.00
F -1.6157 -0.0938 0.1540 0.30 0.14 -0.33
H -0.0492 -4.0818 1.0311 0.00 -0.01 0.00
H -2.2790 1.7890 4.4863 0.00 0.00 0.00
H -1.4361 -2.2881 3.4820 0.00 0.00 0.00
C -1.5710 2.2679 -3.6976 -0.06 -0.03 -0.19
H -4.2020 -0.2075 -2.5020 -0.05 -0.01 0.00
O 0.3727 -1.8199 -0.4241 -0.05 0.15 0.02
H 2.2068 -3.6546 0.5452 0.00 0.01 0.00
H -0.9241 0.0144 -6.0770 0.01 0.01 0.00
O 0.9639 -0.2348 -2.7640 -0.04 0.03 0.08
H -0.2170 -5.0200 -0.4611 0.00 0.00 -0.01
C 3.1952 -0.5378 3.1201 -0.03 0.06 -0.02
H -1.5339 -2.5783 -0.2714 -0.01 -0.01 0.00
H 3.7422 4.4856 4.2891 0.00 0.00 0.00
C -4.3227 -0.0918 -1.4324 0.15 0.16 -0.09
H -2.9208 1.2025 -7.0993 0.01 -0.01 0.00
C -3.0233 2.6050 -5.4491 0.00 -0.05 -0.09
C 1.5109 3.7726 1.2202 0.03 -0.03 -0.05
H 2.0869 -4.5178 -0.9950 0.00 0.00 0.00
H -0.7282 -4.0161 -2.5381 -0.01 0.01 -0.01
C -1.9612 -0.2990 4.1003 0.01 0.02 0.00
C 4.3148 -1.3260 3.3534 0.05 -0.05 0.06
H 4.4761 -1.7571 4.3353 0.00 0.01 0.00
H 2.3455 -1.7447 -1.0063 0.00 0.00 -0.01
C 2.8105 2.9780 3.0794 -0.07 -0.01 0.00
C 1.1934 -1.3497 -3.3558 -0.03 -0.07 -0.01
H 2.4825 -0.3610 3.9182 0.01 -0.01 0.00
N -2.6110 2.8885 -4.1610 0.06 0.09 0.13
C -0.5561 1.4589 3.2547 0.03 -0.03 0.01
C -2.4757 1.5376 -6.1702 -0.05 0.04 -0.01
```
Forces are in eV/Å.

Results
* total charge: -2
* molar mass: 797.47 g/mol
* relative energy (zero: lowest compared OMol25 entry of this formula, charge and spin): 0.664 eV
* frontier orbital gap (spin up / spin down): 0.1345 / 0.2237 Eh
* multiplicity: 3
* energy: -169002.016 eV

These are the Löwdin partial charges, in e, on atoms 1 to 4: number 1, C, carries -0.11; number 2, C, carries -0.27; number 3, N, carries 0.03; number 4, C, carries -0.09

---

Q: The highest multiplicity belongs to which entry?
A: C35H31BrFN4O5PSTi